Entry 1:
{"formula": "C5H7NO", "method": "the ωB97M-V functional and the def2-TZVPD basis", "symbols": ["H", "C", "N", "H", "H", "H", "H", "C", "C", "C", "H", "H", "O", "C"], "coordinates": [[1.267, -0.997, 1.447], [-0.927, 0.960, -0.651], [-1.644, 1.979, -0.798], [-1.213, 2.643, -1.442], [2.232, -1.555, 0.086], [-1.857, -0.969, -0.101], [2.108, 0.187, 0.414], [-1.048, -0.291, 0.183], [0.334, -0.632, -0.488], [1.561, -0.760, 0.417], [0.255, -1.453, -1.204], [-0.369, 0.717, 1.889], [0.293, 0.634, -1.200], [-0.782, -0.286, 1.641]], "atomic_forces_ev_per_a": [[0.1, 0.0, -0.1], [-0.3, 0.4, 0.1], [0.3, -0.3, 0.0], [0.0, 0.0, 0.0], [-0.1, 0.1, 0.0], [0.1, 0.1, 0.0], [-0.1, -0.1, 0.0], [-0.2, -0.1, 0.2], [0.2, -0.3, 0.1], [0.1, 0.0, 0.0], [0.0, 0.1, 0.2], [0.0, -0.2, 0.0], [0.0, 0.1, 0.0], [0.0, 0.2, -0.3]], "homo_lumo_gap_ev": [8.3, 8.3]}



Entry 2:
{"formula": "C16H26CuO12S", "method": "the ωB97M-V functional and the def2-TZVPD basis", "symbols": ["O", "H", "C", "C", "H", "H", "O", "C", "H", "H", "H", "O", "O", "C", "C", "C", "H", "H", "H", "S", "H", "H", "H", "C", "H", "C", "C", "O", "O", "H", "O", "H", "O", "H", "O", "C", "C", "H", "C", "C", "H", "O", "H", "O", "H", "H", "H", "H", "C", "C", "H", "Cu", "C", "H", "O", "H"], "coordinates": [[-4.530, -19.249, -16.950], [-6.296, -20.250, -17.107], [0.132, -17.194, -16.989], [-2.954, -12.947, -15.056], [-6.972, -18.336, -18.302], [0.369, -16.375, -16.305], [0.987, -17.171, -18.132], [-4.257, -17.976, -17.369], [-0.859, -11.423, -20.889], [-1.542, -11.470, -16.990], [-5.327, -16.665, -18.642], [1.921, -18.600, -16.499], [3.261, -16.633, -17.193], [-0.304, -11.587, -19.968], [-4.976, -17.692, -18.669], [-0.618, -11.545, -17.566], [-2.060, -12.263, -15.178], [-6.309, -19.126, -19.734], [-1.669, -10.220, -18.898], [2.437, -17.677, -17.686], [0.757, -11.425, -20.191], [-1.800, -13.764, -13.434], [-1.477, -18.117, -21.903], [-2.642, -14.122, -14.084], [-5.183, -20.742, -18.262], [-0.553, -12.950, -18.115], [-1.100, -15.978, -22.213], [-3.495, -17.268, -16.797], [-0.406, -12.916, -19.471], [0.227, -11.295, -16.930], [2.959, -18.500, -18.720], [-0.106, -17.483, -21.011], [-2.485, -15.377, -14.579], [0.057, -9.848, -18.694], [-3.613, -13.219, -16.217], [-1.120, -17.255, -21.343], [0.517, -18.461, -16.236], [-1.378, -16.251, -23.230], [-6.068, -18.764, -18.739], [-5.540, -19.825, -17.775], [-1.419, -14.077, -21.250], [-2.962, -15.243, -19.263], [-0.110, -15.525, -22.254], [-0.560, -13.968, -17.497], [-4.196, -17.804, -19.425], [-3.482, -14.083, -13.346], [-2.892, -14.710, -22.058], [-0.932, -17.185, -17.193], [-2.384, -15.678, -20.212], [-0.671, -10.647, -18.818], [0.277, -18.413, -15.178], [-2.427, -15.074, -16.781], [-2.001, -14.961, -21.487], [0.022, -19.340, -16.659], [-1.943, -16.965, -20.220], [-3.542, -12.212, -14.437]], "atomic_forces_ev_per_a": [[-0.2, 0.2, -0.3], [-0.2, 0.5, 0.0], [0.0, 0.1, 2.0], [-0.5, 1.5, 0.3], [-0.1, 0.0, -0.2], [-0.2, 0.4, -0.4], [0.4, 0.0, -0.3], [0.2, 0.0, -0.3], [-0.3, -0.4, 0.1], [0.1, -0.2, 0.2], [0.0, 0.0, -0.2], [0.7, 0.0, 0.5], [-0.2, 0.3, 0.3], [1.1, 0.7, 0.5], [0.0, -0.2, 0.1], [-0.7, 0.3, -0.7], [0.5, -0.7, -0.4], [0.2, -0.1, 0.0], [0.0, 0.0, -0.2], [-0.7, -0.6, -0.3], [-0.1, -0.1, -0.2], [0.3, -0.1, -0.2], [-0.4, 0.0, 0.2], [-0.4, 0.3, 1.0], [0.6, 0.4, -0.3], [0.4, 0.7, 0.5], [0.2, 0.1, 0.0], [0.3, -0.2, 0.2], [-0.5, -0.4, -0.3], [0.1, -0.4, 0.1], [-0.1, -0.1, -0.2], [-0.1, -0.1, 0.3], [0.7, -0.1, -1.5], [-0.1, 0.2, -0.4], [0.9, -0.8, -0.7], [0.7, 0.6, -0.4], [-0.7, -0.4, -1.0], [-0.2, 0.4, 0.0], [0.0, 0.7, 0.7], [-0.5, -1.4, 0.3], [-0.3, 0.2, 0.2], [-0.2, 0.1, -0.1], [0.2, -0.4, -0.1], [0.1, -0.6, -0.3], [-0.2, 0.1, -0.2], [-0.2, -0.3, -0.1], [-0.1, 0.1, 0.2], [0.0, 0.2, -0.7], [0.2, 0.2, 0.4], [-0.2, 0.0, 0.7], [0.4, 0.2, 0.1], [-1.0, 0.7, 1.6], [0.3, -0.9, -0.5], [0.1, 0.0, 0.0], [0.0, -0.3, 0.0], [-0.2, -0.3, 0.2]], "charge": -1, "homo_lumo_gap_ev": 4.5}



Entry 3:
{"formula": "C34H40Cl4IrO4Se", "method": "the ωB97M-V functional and the def2-TZVPD basis", "symbols": ["C", "H", "C", "H", "H", "H", "H", "H", "H", "C", "C", "H", "C", "Cl", "C", "H", "C", "C", "H", "C", "H", "H", "H", "C", "H", "H", "H", "H", "H", "H", "C", "Cl", "H", "C", "Cl", "H", "H", "H", "C", "C", "H", "C", "C", "Cl", "Se", "C", "Ir", "C", "H", "H", "C", "H", "H", "C", "O", "C", "O", "C", "H", "C", "H", "C", "C", "H", "H", "O", "H", "C", "C", "C", "H", "H", "C", "C", "H", "C", "H", "C", "H", "C", "H", "H", "O", "C"], "coordinates": [[3.081, -5.216, -2.765], [3.790, -5.945, -3.168], [3.577, 2.236, -5.817], [-2.600, -4.073, 2.910], [2.720, 2.818, -6.157], [-1.559, -2.698, 2.512], [-1.334, 2.226, -5.926], [1.353, -7.042, -1.660], [4.602, -4.394, -0.621], [2.537, 0.117, -6.645], [-2.787, -3.689, 0.211], [-1.459, 3.196, -1.716], [-2.656, 1.421, 4.308], [-2.662, 5.063, 1.577], [-2.680, 3.704, 2.628], [-2.606, 1.030, -2.596], [-3.531, 3.608, 3.691], [-1.734, 1.467, 3.207], [-1.756, -6.219, 0.016], [-1.601, -4.268, 0.996], [3.253, 0.069, -7.469], [3.304, -0.222, -2.823], [-2.724, -6.035, 1.477], [0.031, -2.462, 0.230], [4.872, -6.117, -0.900], [5.115, 0.012, -5.890], [-2.765, -4.035, -0.825], [-0.610, 3.722, -5.315], [2.152, -5.286, -3.334], [0.364, -5.818, -0.066], [2.376, 0.287, -3.047], [-4.642, 4.881, 4.031], [3.021, -7.610, -1.545], [4.426, 0.036, -5.042], [-4.619, 2.385, 5.866], [4.008, -5.569, 0.548], [-3.725, -4.026, 0.661], [3.492, -4.220, -2.928], [-3.519, 2.453, 4.541], [2.296, -6.906, -1.128], [2.135, -7.172, -0.082], [-1.764, -5.790, 1.020], [-2.554, 1.449, -3.597], [-2.611, 0.014, 5.293], [1.841, -0.303, -0.310], [1.404, 0.352, -2.051], [-0.359, 0.501, 0.691], [0.177, 1.000, -2.237], [-0.645, 4.256, -2.877], [-0.842, -4.231, 3.033], [0.934, 1.526, -4.464], [3.107, -2.764, -1.209], [0.757, 1.998, -5.421], [2.154, 0.860, -4.286], [-0.747, 1.033, -1.305], [3.165, 0.809, -5.428], [-0.826, -1.548, 0.623], [-1.650, -3.779, 2.453], [4.947, 0.503, -4.204], [-0.283, -3.841, 0.344], [4.014, 2.755, -4.962], [2.161, -3.092, -0.794], [-1.746, 2.651, 2.335], [1.653, 0.650, -6.996], [-0.982, -6.275, 1.607], [-0.939, 2.699, 1.379], [4.314, 2.217, -6.625], [-1.405, 2.991, -5.150], [1.274, -2.129, -0.338], [-0.049, 1.625, -3.498], [-2.360, 3.505, -5.278], [-3.477, 1.998, -3.804], [-1.470, 3.552, -2.743], [4.157, -5.383, -0.517], [-2.406, 4.092, -2.913], [1.846, -4.442, -0.731], [-2.764, -2.602, 0.211], [-1.350, 2.392, -3.744], [-2.483, 0.625, -4.313], [0.621, -4.773, -0.147], [4.197, -0.995, -4.767], [2.232, -0.900, -6.393], [-0.918, 0.548, 2.960], [2.826, -5.480, -1.275]], "atomic_forces_ev_per_a": [[0.0, 0.0, 0.0], [0.0, 0.0, 0.0], [0.0, 0.0, 0.0], [0.0, 0.0, 0.0], [0.0, 0.0, 0.0], [0.0, 0.1, 0.0], [0.0, 0.0, 0.0], [0.0, 0.0, 0.0], [0.0, 0.0, 0.0], [0.0, 0.0, 0.0], [0.0, 0.0, 0.0], [0.0, 0.0, 0.0], [0.2, -0.1, -0.2], [0.0, 0.0, 0.0], [0.2, -0.2, -0.1], [0.0, 0.0, 0.0], [-0.1, -0.1, 0.1], [0.0, 0.0, 0.2], [0.0, 0.0, 0.0], [0.0, 0.0, 0.0], [0.0, 0.0, 0.0], [0.0, 0.0, 0.0], [0.0, 0.0, 0.0], [-0.1, 0.1, -0.1], [0.0, 0.0, 0.0], [0.0, 0.0, 0.0], [0.0, 0.0, 0.0], [0.0, 0.0, 0.0], [0.0, 0.0, 0.0], [0.0, 0.0, 0.0], [-0.1, 0.0, 0.0], [0.0, 0.0, 0.0], [0.0, 0.0, 0.0], [0.0, 0.0, 0.0], [0.0, 0.0, 0.0], [0.0, 0.0, 0.0], [0.0, 0.0, 0.0], [0.0, 0.0, 0.0], [-0.1, 0.2, 0.0], [0.0, 0.0, 0.0], [0.0, 0.0, 0.0], [0.0, 0.0, 0.0], [0.0, 0.0, 0.0], [0.0, 0.0, 0.0], [-0.1, 0.2, 0.3], [0.2, 0.1, -0.2], [-0.2, -0.2, -0.3], [-0.1, -0.1, 0.0], [0.0, 0.0, 0.0], [0.0, 0.0, 0.0], [0.0, 0.0, 0.0], [0.0, 0.0, 0.0], [0.0, 0.0, 0.0], [0.0, 0.0, 0.1], [0.1, 0.2, 0.0], [0.0, 0.0, 0.0], [0.1, 0.0, 0.2], [0.0, 0.0, 0.0], [0.0, 0.0, 0.0], [0.0, 0.0, 0.0], [0.0, 0.0, 0.0], [-0.1, 0.0, 0.0], [0.0, 0.2, 0.0], [0.0, 0.0, 0.0], [0.0, 0.0, 0.0], [0.0, 0.0, 0.0], [0.0, 0.0, 0.0], [0.0, 0.0, 0.0], [0.1, -0.2, 0.0], [0.0, 0.0, 0.0], [0.0, 0.0, 0.0], [0.0, 0.0, 0.0], [0.0, 0.0, 0.0], [0.0, 0.0, 0.0], [0.0, 0.0, 0.0], [0.0, 0.1, 0.0], [0.0, 0.0, 0.0], [0.0, 0.0, 0.0], [0.0, 0.0, 0.0], [0.0, 0.0, 0.0], [0.0, 0.0, 0.0], [0.0, 0.0, 0.0], [0.0, 0.0, 0.0], [0.0, 0.0, 0.0]], "charge": -1, "spin_multiplicity": 5, "homo_lumo_gap_ev": [6.8, 5.7]}



Number 1: electronic energy -324.53421 Ha. Number 2: electronic energy -3566.75244 Ha. Number 3: electronic energy -5967.11976 Ha.